Version P
C48H51ClIN4O4OsTe | wB97M-V/def2-TZVPD

The geometry in ORCA input format:
```
! wB97M-V def2-TZVPD RIJCOSX def2/J DEFGRID3
* xyz 2 2
C -2.3878 0.2548 -0.7738
H -3.6381 -4.8055 2.2426
H 3.0952 -1.6021 3.2795
H -1.7484 -5.3185 3.5846
C -4.0836 1.2245 -4.8823
H -2.5783 -0.3985 -6.2009
C 1.7536 1.0553 3.5917
H -3.3389 -3.2976 0.4595
C -4.8679 2.0812 -4.1181
H 4.6448 1.2136 2.8040
H -2.9811 4.4487 -1.5539
C -1.8957 -1.7190 -1.8853
C -3.5347 -3.2050 -2.8150
C -3.2438 -1.9880 -2.1419
H 1.9557 3.5056 5.9062
C 3.5851 -2.0714 -0.6121
H -2.7786 -5.0048 -3.6412
H 0.1632 -4.1065 0.2334
C -0.8463 -2.5942 -2.2571
H -2.1390 -4.3578 -0.2751
H 1.1571 4.4147 3.9467
C -0.6497 1.8178 -3.4398
C 1.4038 3.5707 3.3049
H -5.2370 -1.1872 -1.8990
H 0.6762 -2.9525 1.4626
C 2.5938 -1.3697 0.0614
H -6.7421 1.3075 -4.8504
H 1.3462 -1.6751 3.1690
C -2.5326 -4.0772 -3.1425
H -2.6673 -1.7251 2.1153
C -2.8680 2.8341 -2.9601
C -2.1109 1.9400 -3.7303
I 0.3010 -5.1778 -3.2541
C -6.3469 2.1957 -4.3593
H 2.2733 3.8546 2.7055
H -6.8922 2.3536 -3.4289
O -0.2865 0.5289 -3.2085
H -4.4567 0.8086 -0.6405
H 5.3439 4.1296 -3.7346
H 1.7055 1.4445 8.3522
C -4.1863 -1.0365 -1.6905
H 3.2808 5.8212 -0.3806
H -1.2926 -0.4816 -4.9891
H 5.6920 -2.1874 -0.9807
H -0.1353 -5.7558 1.8997
H -2.0116 1.1294 -0.2569
O 0.1400 2.7143 -3.3531
C -0.1093 -3.6564 1.1885
H -0.9659 -1.4864 2.4864
C -2.6587 -4.8950 1.7759
C -3.7603 0.0622 -0.9927
C -1.9139 0.1944 -5.5750
C 2.6032 1.6347 7.7604
H -6.5570 3.0498 -5.0059
C 2.0814 -0.0488 4.3904
H 2.6235 -0.6813 6.3570
H 0.4465 -4.6006 3.1099
H -1.2481 0.7532 -6.2361
C 5.2019 -0.5390 0.2966
H -1.8432 3.1825 -1.0791
O 2.3700 0.4979 -2.2916
C 3.4328 4.9967 -1.0636
C 2.8807 2.7966 -1.8432
C 4.2193 0.2042 0.9494
H 2.9241 2.6543 7.9665
N 0.9066 1.4971 -0.9854
H -1.0801 -3.1172 4.1967
C 2.0849 1.5991 -1.7279
H 0.5667 3.4275 2.6200
C -2.4239 -3.8576 0.6507
H 5.5675 1.8014 1.4180
C -2.2429 3.7431 -1.9303
H 4.9884 5.9893 -2.1532
H 2.1635 -2.1751 4.6623
H 6.2336 -0.2188 0.3795
C 4.8978 -1.6523 -0.4777
O 0.3998 -2.2033 -1.9549
H 1.5752 -1.7610 0.0537
C 1.7017 2.3459 4.1311
C -4.2432 2.8688 -3.1571
H -4.5542 0.6184 -5.6486
Cl -5.1711 -3.5873 -3.2020
C 2.1745 -1.4509 3.8477
N -1.3629 -2.9282 1.0263
C 2.3597 0.1664 5.7335
H 3.3772 0.9521 8.1091
H 3.9816 2.0638 -3.5348
N -1.6358 -4.6267 2.8457
N -1.4921 -0.6035 -1.2134
C 2.3192 1.4358 6.2991
Te 1.2507 0.8085 1.5419
C 2.9017 -0.2387 0.8195
H 3.3305 -2.9312 -1.2183
C -1.7193 -2.2427 2.2635
C 4.5950 1.4280 1.7341
C 2.6634 3.8536 -0.9577
C -2.7104 1.1294 -4.7014
C 1.9875 2.5084 5.4821
H -2.5196 -5.9226 1.4454
C 4.6008 4.0399 -2.9545
H -4.8407 3.5537 -2.5652
C -0.2467 -4.7430 2.2825
C -1.1803 -3.7889 -2.8448
H 1.8912 3.7695 -0.2026
C 4.3964 5.0881 -2.0626
H -2.8212 -3.2487 3.9008
C 3.8472 2.8873 -2.8466
H 3.8654 2.2295 1.5954
C -1.8402 -3.2560 3.4295
H -1.4107 4.3028 -2.3513
Os 0.5074 -0.2270 -1.6354
*
```

Output
* highest occupied orbital energy (spin up / spin down): -12.39 / -12.63 eV

These are the Löwdin partial charges, in e, on atoms 1 to 6:
1. C -0.078
2. H 0.139
3. H 0.089
4. H 0.193
5. C 0.002
6. H 0.084


Version Q
C48H51ClIN4O4OsTe | wB97M-V/def2-TZVPD

The geometry in ORCA input format:
```
! wB97M-V def2-TZVPD RIJCOSX def2/J DEFGRID3
* xyz 2 2
C -3.1838 1.9834 -0.1948
H -0.5396 5.2132 -3.5001
N -1.8306 2.0843 0.0007
C 1.6401 0.6351 -1.8281
C 1.9335 5.6102 -2.4789
C 3.5601 2.4094 1.7217
H -2.1808 2.7104 -4.8404
C -5.0656 0.5018 -0.2285
H -3.9509 5.2330 -0.7819
C -3.7211 0.6878 -0.0297
H -3.0078 1.3317 2.4169
C -1.2730 3.2767 -0.0781
H 4.5656 -2.6281 -4.4626
H -0.2680 -6.2825 -0.7714
H 0.4727 1.1774 3.1976
C 4.8887 2.6477 2.0152
H -0.0764 -1.0092 5.1866
H 2.7809 3.0313 2.1419
H -1.9949 0.2021 6.0451
H -1.4124 -1.8810 2.8097
C -2.5362 -0.9213 4.3894
C 5.5404 0.8155 0.5842
C 1.7977 1.1495 0.5492
C -0.3090 1.9465 -2.7042
H 4.0579 -2.8501 -2.1308
N -1.7875 0.1966 5.0471
H 0.6584 -0.5537 2.9837
C 0.2603 -2.7681 -2.8872
C 4.2112 0.5769 0.2819
H -1.3118 -2.8030 -4.3374
H 0.2034 0.7162 5.4790
C -3.9914 3.0905 -0.5020
H -0.2525 -7.2595 1.8966
H -1.5206 2.2718 2.5427
H -3.5979 -0.6936 4.4697
C -2.2148 1.5019 4.4464
C 5.8769 1.8503 1.4471
H -2.9469 2.5423 -3.2806
H 1.6408 6.1819 -1.5953
Te -0.7834 -2.4998 -0.0897
H -6.9430 1.4264 -0.7619
H -1.5942 2.2807 4.8862
C -2.0435 1.3954 2.9173
H 3.9577 -0.2304 -0.3946
H -2.8899 -1.0937 2.2532
H 3.5362 -3.7936 -5.2920
C 3.2120 1.3727 0.8499
H -1.6350 -3.7730 -2.9013
H 2.1402 -2.2242 0.8278
C -1.0351 -5.8126 -0.1526
H 5.1616 3.4558 2.6798
I -5.8787 -1.3859 0.0480
C -1.1987 -2.8359 -3.2561
H -2.3272 -1.8342 4.9447
C -3.3625 4.3535 -0.5579
H -1.7754 -6.5766 0.0832
H -0.2001 3.3234 0.0353
O 0.8789 1.7305 1.1200
C -5.8874 1.5884 -0.5931
Os -0.9786 0.1759 0.2590
C -0.0103 0.2189 3.3533
H 0.8485 -2.7870 -4.9350
N -1.2567 0.1905 2.5497
H 1.7464 6.2378 -3.3492
C -0.4151 -5.2776 1.1111
H 6.9170 2.0403 1.6762
C -5.3717 2.8478 -0.7187
H 1.3733 -4.2026 4.4007
H 1.8612 -0.6838 -0.2953
H 3.2925 -2.0748 -5.5595
H 2.6164 -3.8719 0.5051
H -1.5241 -5.0511 -0.7551
H 3.0053 5.4276 -2.4140
C 2.9952 -2.8057 -2.3457
C 1.2019 -2.7804 -3.9104
C 0.5733 -5.8443 3.2627
C 2.0978 -2.7839 -1.2800
C 3.5495 -2.8175 -4.8043
Cl -6.4085 4.1630 -1.1374
H 1.2751 -0.1806 -2.4516
C -0.1393 -3.9281 1.3620
O -1.4750 0.2599 -3.8792
C -2.0477 -1.0116 2.9353
C 0.7265 -2.7302 -1.5601
C -0.3154 -0.0022 4.8475
C 0.5012 -3.5655 2.5483
H -1.7703 -2.0036 -2.8492
N 1.3684 0.1986 -0.4120
H -3.2498 1.6729 4.7350
C 1.1634 4.3212 -2.5640
C -2.0190 4.4395 -0.3311
C 2.6728 -2.8551 0.1125
H 6.3145 0.2015 0.1450
C -0.0450 -6.2131 2.0849
O -1.1832 -0.0894 -1.7245
H 0.7715 -2.5314 2.7155
C 2.5700 -2.7888 -3.6667
C 1.7125 3.1236 -2.1175
H 2.7179 0.7134 -1.9802
C 0.8569 -4.5040 3.4980
C 0.9888 1.9393 -2.1903
H -1.5022 5.3872 -0.3780
C -0.8653 3.1247 -3.2051
C -2.2276 3.1423 -3.8404
O -2.8895 -0.2806 0.3867
H -2.6047 4.1612 -3.9202
C -0.1155 4.2921 -3.1134
H 2.7358 3.1064 -1.7536
H 3.7234 -2.5636 0.1119
C -1.0566 0.6474 -2.8152
H 0.8467 -6.5971 3.9898
*
```

Output
* highest occupied orbital energy (spin up / spin down): -12.27 / -12.42 eV

These are the Löwdin partial charges, in e, on atoms 1 to 6:
1. C -0.160
2. H 0.131
3. N -0.021
4. C -0.075
5. C -0.033
6. C -0.003


Stability ranking, top and bottom: version Q is the most stable and version P is the least stable.


Version P
C5H10 | wB97M-V/def2-TZVPD

The geometry in ORCA input format:
```
! wB97M-V def2-TZVPD RIJCOSX def2/J DEFGRID3
* xyz 0 1
C -0.8897 -1.4894 3.1864
H -0.9799 -2.1688 3.9541
C -2.6333 -2.7841 1.8024
H -2.1434 -3.6873 1.7339
H 3.1533 3.1468 -5.3377
C 3.1854 2.9752 -4.2772
H 1.0404 2.9928 -3.8847
C 2.1401 2.8900 -3.4395
H -0.0444 -1.5019 2.3382
H 2.1659 2.8470 -2.4221
H -0.6205 -0.3798 3.4246
H 4.1908 2.9784 -3.9633
C -2.1906 -1.7200 2.5046
H -3.5741 -3.0732 1.3793
H -2.8001 -1.0256 3.0011
*
```

Output
* highest occupied orbital energy: -9.43 eV

These are the Löwdin partial charges, in e, on atoms 1 to 6:
1. C -0.136
2. H 0.041
3. C 0.002
4. H 0.020
5. H 0.038
6. C -0.078


Version Q
C5H10 | wB97M-V/def2-TZVPD

The geometry in ORCA input format:
```
! wB97M-V def2-TZVPD RIJCOSX def2/J DEFGRID3
* xyz 0 1
C -0.7740 1.8072 -0.7693
H 1.8241 -2.1471 -0.8942
H 1.3029 0.6013 -0.0493
C -0.8363 0.7102 0.2734
C 0.5688 -1.4813 0.6712
H 1.0147 0.3883 1.6647
H -1.6550 -0.1329 0.0579
H -1.0157 2.9330 -0.6485
H 0.2356 1.9341 -1.3258
H -1.5225 1.6161 -1.6939
H -1.1697 1.2632 1.2084
H -0.3629 -1.6971 1.3753
C 0.6285 0.1315 0.7086
C 1.0575 -2.4434 -0.2428
H 0.7040 -3.4831 -0.3358
*
```

Output
* highest occupied orbital energy: -9.41 eV

These are the Löwdin partial charges, in e, on atoms 1 to 6:
1. C -0.189
2. H 0.013
3. H 0.087
4. C -0.274
5. C -0.155
6. H 0.069


Version R
C5H10 | wB97M-V/def2-TZVPD

The geometry in ORCA input format:
```
! wB97M-V def2-TZVPD RIJCOSX def2/J DEFGRID3
* xyz 0 1
H 0.1692 1.8738 0.4657
H 2.9484 -0.8920 -0.6057
H -2.6344 -1.1222 -0.6193
C 0.0836 0.8093 0.4151
C 2.1762 -0.5275 0.1097
H -2.0176 1.3282 0.0433
H 1.0793 0.2619 -1.4759
H -0.9921 -1.6518 -0.2491
H -2.1343 -1.0827 1.1566
C -1.2529 0.5485 -0.2287
H -1.1288 0.6155 -1.3464
C -1.7716 -0.8749 0.0922
C 1.1592 0.1895 -0.3903
H 2.2579 -0.6892 1.1804
H 0.0863 0.4895 1.4627
*
```

Output
* highest occupied orbital energy: -9.52 eV

These are the Löwdin partial charges, in e, on atoms 1 to 6:
1. H 0.100
2. H 0.063
3. H 0.075
4. C -0.263
5. C -0.001
6. H 0.114


Version S
C5H10 | wB97M-V/def2-TZVPD

The geometry in ORCA input format:
```
! wB97M-V def2-TZVPD RIJCOSX def2/J DEFGRID3
* xyz 0 1
H -1.0027 -1.6784 0.9109
C -0.6814 -0.9680 0.1431
H 2.1092 0.1942 -0.5375
C 0.4915 -1.3800 -0.7732
C 1.0298 0.0626 -0.6619
C 0.1398 0.2686 0.5880
H 0.2467 -1.7498 -1.7736
H -1.0176 1.6846 1.7746
H 0.6977 0.6849 -1.5009
H -1.5593 -0.6682 -0.4411
C -0.5647 1.6042 0.7806
H 0.1360 2.4407 0.6715
H 1.1545 -2.1040 -0.2884
H -1.3614 1.7376 0.0394
H 0.7169 0.0233 1.4878
*
```

Output
* highest occupied orbital energy: -10.61 eV

These are the Löwdin partial charges, in e, on atoms 1 to 6:
1. H 0.099
2. C -0.161
3. H 0.100
4. C -0.181
5. C -0.163
6. C -0.376


Stability ranking, top and bottom: version S is the most stable and version P is the least stable.


Version P
C32H16Cl4N3O13TeY | wB97M-V/def2-TZVPD

The geometry in ORCA input format:
```
! wB97M-V def2-TZVPD RIJCOSX def2/J DEFGRID3
* xyz -2 1
H -5.0006 2.5994 0.9895
O 1.5753 -2.7249 2.5737
C -1.4634 -3.3134 3.9354
C 4.5935 2.5926 3.4191
O 3.3925 -0.3494 -0.3453
C -2.4235 0.3930 -0.8887
H -4.2136 -4.1051 2.1104
C 4.6134 4.9702 3.4305
O 4.7192 7.2752 3.5124
O -0.6780 -1.5352 0.9258
O 1.7816 1.3891 1.4681
C 2.9175 3.8341 2.2105
C 0.5994 -2.0822 3.0841
C -3.2942 -1.0259 -5.5679
H -0.9482 1.7283 -0.0844
O -2.2172 -3.5112 -0.8682
H -4.1207 -0.7810 -1.4823
H 6.0551 3.7831 4.4701
H 2.0422 3.8204 1.5761
Cl 2.3216 -2.1506 -5.8033
C -2.5046 -3.0871 1.3616
C -2.7603 -1.2649 -4.3078
C -1.7715 -0.4348 -3.7835
H -5.7594 0.6309 -0.3122
N 5.2303 6.2304 3.8711
H 3.0900 5.9823 2.3239
H -0.5285 1.2668 -4.1689
Te -1.0087 -0.8681 -1.8408
O 6.2264 6.1676 4.5687
C 3.5402 -0.5475 -3.9921
C -4.2813 1.9857 0.4603
Cl 4.8684 1.2309 -2.3922
C 3.4912 5.0251 2.6203
C 2.3169 -1.8247 -1.7860
C -1.8409 0.8678 -5.8190
Y 1.8254 -0.9482 1.1159
O 3.4119 0.2507 2.4471
H -1.0505 -3.4534 4.9242
C -2.0043 1.4944 -0.1478
N -3.5484 -4.4104 4.6645
C 5.1785 3.7736 3.8404
H -3.1103 -2.1077 -3.7224
H -2.5841 3.1329 1.1039
Cl 4.3053 0.2370 -5.3388
O -3.0579 -4.5382 5.7803
C 2.6685 -1.5974 -4.1954
H -3.2471 0.2280 -7.3111
H -1.4692 1.6967 -6.4098
O 0.6834 -0.8799 3.4007
C -1.2818 -2.3940 1.6367
H 4.9973 1.6309 3.7035
C 2.0572 -2.2196 -3.0936
C -1.3125 0.6281 -4.5576
N -3.0189 -3.3136 0.0131
C -2.7591 -3.7788 3.6443
O -4.6808 -4.7869 4.3888
H -4.0637 -1.6805 -5.9602
C 3.2292 -0.7312 -1.5828
C -0.7609 -2.6879 2.9591
Cl 0.9365 -3.5276 -3.3361
O -4.2355 -3.3687 -0.1416
C -2.8364 0.0433 -6.3253
C -3.2538 -3.6811 2.3609
C 2.8448 1.3272 2.1460
C 3.8105 -0.1168 -2.6836
C -4.7070 0.8857 -0.2724
C -3.7821 0.0917 -0.9361
O 1.7177 -2.2708 -0.7160
C -2.9278 2.2844 0.5243
C 3.4657 2.6210 2.6080
*
```

Output
* highest occupied orbital energy: -2.56 eV

These are the Löwdin partial charges, in e, on atoms 1 to 6:
1. H 0.090
2. O -0.078
3. C 0.058
4. C 0.011
5. O -0.210
6. C -0.489


Version Q
C32H16Cl4N3O13TeY | wB97M-V/def2-TZVPD

The geometry in ORCA input format:
```
! wB97M-V def2-TZVPD RIJCOSX def2/J DEFGRID3
* xyz -2 1
H 5.6910 0.2752 -4.5124
C 4.0753 -3.5559 2.4432
H 1.9069 1.5988 -1.6193
C -2.1499 3.0872 -0.2220
H -3.3568 4.8108 0.1188
O -4.2560 3.0628 -1.2059
H -4.9110 0.0276 -0.1003
O 0.8619 -0.5538 -4.6564
C -0.1340 2.8945 1.0910
H -1.7474 -3.3196 1.1462
C -0.9695 2.3536 0.0489
C 3.1756 -1.9543 0.3136
C -4.8111 0.7140 1.9305
H -4.6108 -6.3995 0.3247
C -3.1384 -4.9277 0.8616
C -4.1593 -5.4477 0.0717
C -1.5680 4.8164 1.2976
H 4.1330 2.6007 -1.2927
Y 0.7694 -0.4941 -0.2687
N -3.1172 2.6073 -1.2311
H -1.1540 -0.5225 1.9189
O 1.3675 1.0149 1.1079
O -2.8493 6.7237 1.5129
C 2.7203 -3.2105 2.3342
C -4.0119 -3.5242 -1.3687
C -2.4498 4.2900 0.3822
H -4.4116 1.3478 3.9429
O -2.6887 1.8919 -2.1172
H -4.3574 -2.9754 -2.2371
C -2.1795 -0.1681 1.8934
H -2.0622 0.5486 3.9061
C -4.5925 -4.7477 -1.0451
O -1.0758 6.5617 2.7146
O 7.2359 1.7647 -3.4389
H 3.4244 -0.7426 -4.8565
C 2.2387 -2.4341 1.2889
C 1.1036 2.1670 1.6321
C -2.6965 0.4278 3.0365
Te -2.1581 -1.1065 -1.0318
H -5.3850 -5.1489 -1.6661
Cl 1.5589 -3.7603 3.5091
C -0.4205 4.1121 1.6633
C -4.2930 0.1224 0.7848
C 5.0021 1.4869 -2.8954
O -0.6866 1.3063 -0.5772
C -4.0120 0.8731 3.0549
Cl 6.6483 -3.5635 1.5726
N -1.8522 6.1251 1.8851
C 4.5099 -2.3285 0.4187
Cl 4.6188 -4.5206 3.7863
O 6.4252 3.0096 -1.8910
H -5.8344 1.0701 1.9343
C 3.9658 1.8705 -2.0706
O 0.5126 -0.6146 -2.4442
O 0.9652 -2.1051 1.1419
Cl 5.5974 -1.7648 -0.8117
H -2.7880 -5.4738 1.7290
C 3.5955 -0.0124 -4.0777
C -2.9975 -2.9994 -0.5772
C 1.1895 -0.3300 -3.5005
C 4.9672 -3.1269 1.4786
C 2.5299 0.3410 -3.2587
H 0.2567 4.4924 2.4136
N 6.3252 2.1276 -2.7179
C -2.9743 -0.3176 0.7581
O 1.7542 2.6954 2.5224
O 2.7182 -1.1943 -0.6599
C 4.8462 0.5496 -3.8974
C 2.7252 1.2873 -2.2579
C -2.5550 -3.7114 0.5368
*
```

Output
* highest occupied orbital energy: -2.96 eV

These are the Löwdin partial charges, in e, on atoms 1 to 6:
1. H 0.113
2. C -0.717
3. H 0.102
4. C -0.054
5. H 0.124
6. O 0.031


Stability ranking, top and bottom: version Q is the most stable and version P is the least stable.